# 1
The molecule C5H14N2S, computed with the ωB97M-V functional and the def2-TZVPD basis.

```
22
Properties=species:S:1:pos:R:3
H -1.804 -2.529 0.374
H 1.735 2.255 -3.254
H -1.307 -0.664 3.557
H 1.824 -0.378 -0.531
N 1.981 1.485 -2.652
N -0.322 -0.673 -0.641
H 2.805 1.783 -2.139
C 0.970 -0.230 -1.192
C 0.924 1.204 -1.681
H -0.015 1.374 -2.152
S -0.547 0.411 3.326
H -1.165 -2.470 1.986
H 0.514 -1.172 1.264
H 1.108 -0.820 -2.055
H 0.140 1.159 1.281
H -2.387 -1.372 1.561
C -0.419 -0.835 0.815
C -0.707 0.522 1.522
H 0.884 1.875 -0.810
H -1.061 -0.016 -0.866
H -1.637 0.931 1.126
C -1.514 -1.840 1.163
```

Summary:
- HOMO energy: -0.3157 Eh
- SMILES: C[C@H](CS)NCCN
- Frontier orbital gap: 0.3487 Ha



# 2
The molecule C5H14N2S, computed with the ωB97M-V functional and the def2-TZVPD basis.

```
22
Properties=species:S:1:pos:R:3
H -1.013 0.735 0.096
H -2.763 -0.283 -0.022
H 1.900 1.448 0.245
H 0.988 -0.885 1.405
N 0.403 -0.093 1.250
H 1.238 2.403 -0.923
H -0.470 1.049 2.866
N -2.428 -1.231 -0.137
H -1.538 -0.202 2.251
H 1.035 -0.556 -1.694
C 0.724 0.377 -1.198
C -0.237 -0.020 -0.051
H -0.266 -0.613 3.210
C -0.481 0.073 2.373
H 3.272 1.025 -2.787
C 1.719 1.419 -0.834
H -0.593 -2.117 0.211
C -0.982 -1.335 -0.444
H 0.026 0.650 -1.997
H -3.004 -1.676 -0.825
H -0.906 -1.569 -1.507
S 3.377 1.402 -1.490
```

Summary:
- HOMO energy: -0.3225 Eh
- SMILES: CN[C@H](CN)CCS
- Frontier orbital gap: 0.3592 Ha



# 3
The ion C5H14N3 with charge +1, computed with the ωB97M-V functional and the def2-TZVPD basis.

```
22
Properties=species:S:1:pos:R:3
H 1.541 1.103 -1.785
H 2.494 1.423 -0.129
H 0.147 -1.016 -1.646
H 2.574 -0.138 -1.101
C -1.121 -1.288 0.006
C -2.244 -0.301 -0.107
H -1.180 -1.439 1.117
N -1.804 1.080 0.223
H 1.815 -0.394 1.665
C 1.015 0.294 1.381
H 1.131 -1.663 -0.274
N -1.026 1.937 -0.265
H 0.164 0.118 1.883
H -2.641 -0.172 -1.056
C 1.950 0.708 -0.789
H -1.476 -2.250 -0.621
H -0.992 1.777 -1.294
H 1.481 1.251 1.904
H -2.015 1.127 1.181
N 0.751 0.404 0.002
H -3.118 -0.393 0.531
C 0.299 -0.849 -0.548
```

Summary:
- HOMO energy (spin up / spin down): -0.4909 / -0.4910 Eh
- Charge: +1
- SMILES: [H]/N=[NH+]\CCCN(C)C
- Frontier orbital gap (spin up / spin down): 0.2920 / 0.2921 Ha



# 4
The ion C5H14N3 with charge +1, computed with the ωB97M-V functional and the def2-TZVPD basis.

```
22
Properties=species:S:1:pos:R:3
H 1.769 -0.796 1.752
H -1.790 -1.888 0.265
C 1.839 0.534 -1.265
N -0.265 1.084 -0.209
H -0.366 -1.570 -1.215
H -0.473 1.274 -1.201
H 2.611 0.569 0.871
C -1.547 0.608 0.425
H 0.741 -2.164 -0.048
H 1.610 0.089 -2.182
N -2.734 0.754 -0.113
H -1.111 -1.383 1.444
H -2.620 1.056 -1.127
C 0.839 0.063 -0.157
H 1.911 1.640 -1.227
H -1.296 0.731 1.545
H 2.773 0.068 -1.103
H -3.661 0.709 0.298
C 1.611 0.203 1.177
C 0.057 -1.310 -0.271
N -1.159 -1.175 0.512
H 1.261 0.904 1.829
```

Summary:
- HOMO energy: -0.5244 Eh
- Charge: +1
- SMILES: CC1(C)C[NH2+][C@H](N)N1
- Frontier orbital gap: 0.4183 Ha



# 5
The ion C5H14N3O3 with charge +1, computed with the ωB97M-V functional and the def2-TZVPD basis.

```
25
Properties=species:S:1:pos:R:3
H -0.171 0.875 -3.178
H 1.980 -0.735 0.476
C -2.881 -2.064 2.180
C 1.466 1.685 -1.530
H 1.874 1.394 0.992
O -2.042 -2.305 0.947
H -0.529 1.895 -0.987
H 2.139 0.869 -1.643
N 0.218 1.164 -1.067
N 0.985 1.054 1.199
H 1.921 2.388 -0.948
C -0.972 -0.286 0.651
C 0.376 0.399 0.232
H -3.850 -2.584 2.049
H -2.371 -2.425 3.168
H 0.004 -1.945 0.679
H 0.303 -0.620 -2.378
O -1.939 0.447 0.810
H 0.356 1.455 1.889
H 1.301 2.123 -2.481
C -0.230 0.333 -2.231
N -0.929 -1.561 0.985
O 1.316 -0.813 -0.200
H -3.110 -1.035 2.233
H -1.330 -0.159 -2.230
```

Summary:
- HOMO energy: -0.4884 Eh
- Charge: +1
- SMILES: CONC(=O)[C@@](N)(O)[NH+](C)C
- Frontier orbital gap: 0.3811 Ha



# 6
A cluster of 2 separate species, C5H14N4 in total, computed with the ωB97M-V functional and the def2-TZVPD basis.

```
23
Properties=species:S:1:pos:R:3
H -1.044 -1.211 0.476
H -1.856 1.457 1.531
N -1.633 0.604 -2.006
H 1.445 -2.431 2.284
C 1.057 -1.372 0.454
H 2.760 -2.591 1.088
H 0.376 0.189 0.284
H -0.559 0.605 2.071
H 1.907 -2.346 -0.985
H 2.517 -1.076 1.998
H 1.004 2.678 0.104
C 0.246 2.286 -0.573
H -1.196 1.412 -2.417
N -0.851 1.359 1.455
H -2.190 -1.517 -0.765
C -1.323 0.299 -0.730
N -1.787 -0.821 -0.152
H 0.748 2.012 -1.506
N 1.135 -1.685 -0.781
H -1.888 -0.130 -2.650
C 2.003 -1.905 1.502
H -0.461 3.099 -0.770
C -0.411 1.086 0.087
```

Summary:
- HOMO energy: -0.2328 Eh
- Frontier orbital gap: 0.2574 Ha



# 7
A cluster of 3 separate species, C5H14N4 in total, computed with the ωB97M-V functional and the def2-TZVPD basis.

```
23
Properties=species:S:1:pos:R:3
H -8.703 -0.322 -1.614
H 6.771 -0.618 -0.901
C -8.456 0.023 0.414
H 4.615 1.012 -0.306
H -0.445 1.560 -0.483
C 0.028 1.044 0.369
H 6.909 -2.043 0.122
N 1.903 -0.425 0.431
H -0.379 1.521 1.304
N 6.239 -1.384 -0.322
N 3.245 -0.437 0.260
H 5.796 -2.014 -1.015
N 1.457 0.863 0.232
H -8.291 -1.887 -0.493
C 2.486 1.624 -0.241
C 3.588 0.791 -0.143
H 1.213 -1.112 0.672
H -8.005 -0.350 1.439
H -8.923 1.086 0.433
H -0.471 0.113 0.510
C -8.443 -0.766 -0.562
H 2.384 2.698 -0.323
H 5.482 -0.978 0.217
```

Summary:
- HOMO energy: -0.4703 Eh
- Charge: +2
- Frontier orbital gap: 0.1636 Ha



# 8
A structure of composition C5H14N6NiO9, computed with the ωB97M-V functional and the def2-TZVPD basis.

```
35
Properties=species:S:1:pos:R:3
Ni 0.197 0.321 0.417
N -1.540 -0.579 -3.136
O -1.217 1.324 1.410
H 1.092 -1.879 3.823
O 1.668 -0.845 -0.622
C 2.598 -1.555 -0.910
H 4.137 -2.001 -2.111
H -1.880 -2.838 -2.775
H 1.842 -3.187 -0.160
C -1.403 -1.078 -1.963
N 3.579 -1.254 -1.721
H 3.474 -3.320 -0.870
O 0.413 2.262 -0.349
C 1.157 -0.575 2.621
H -0.982 2.306 3.475
C 0.375 2.861 -1.458
H -3.824 1.067 1.141
H 0.996 4.205 -0.572
O 1.443 -0.985 3.833
C -2.111 1.682 2.112
H 3.742 -0.301 -2.013
H -1.726 -2.828 -1.115
H -1.353 0.407 -3.249
H -1.604 -1.155 -3.963
O 1.627 0.446 2.013
H -2.652 2.463 3.956
O 0.053 2.232 -2.483
H -3.854 1.676 2.795
O -1.087 -0.396 -0.962
N -1.964 2.246 3.248
N 2.591 -2.845 -0.745
O 0.343 -1.168 1.879
N -1.532 -2.332 -1.973
N -3.364 1.501 1.929
O 0.767 4.124 -1.501
```

Summary:
- HOMO energy (spin up / spin down): -0.2740 / -0.2739 Eh
- <S²>: 2.0031
- 2S+1: 3
- Frontier orbital gap (spin up / spin down): 0.2884 / 0.2883 Ha



Number 1: E -706.571486 hartree, F_max 1.45 eV/Å. Number 2: E -706.551708 hartree, F_max 2.29 eV/Å. Number 3: E -362.772240 hartree, F_max 5.20 eV/Å. Number 4: E -362.878645 hartree, F_max 5.63 eV/Å. Number 5: E -588.535510 hartree, F_max 5.89 eV/Å. Number 6: E -417.828107 hartree, F_max 0.37 eV/Å. Number 7: E -417.185175 hartree, F_max 7.45 eV/Å. Number 8: E -2713.070708 hartree, F_max 7.78 eV/Å.